1.
C36H45N9 | wB97M-V/def2-TZVPD

Properties
calculated total energy = -51450.236 eV
HOMO energy = -7.46 eV
LUMO = 0.590 eV
Kohn-Sham gap = 8.05 eV
2S+1 = 1
structure (SMILES) = c1cc[nH]c1.c1cc[nH]c1.c1cc[nH]c1.c1cc[nH]c1.c1cc[nH]c1.c1cc[nH]c1.c1cc[nH]c1.c1cc[nH]c1.c1cc[nH]c1

Structure (XYZ):
```
90
Properties=species:S:1:pos:R:3:mulliken_charge:R:1
N -5.39 4.29 -0.14 0.002
C -4.11 3.74 0.27 -0.766
C -3.67 2.79 -0.77 0.104
C -4.75 2.85 -1.90 -0.808
C -5.77 3.76 -1.30 -0.213
H -5.95 5.00 0.39 0.247
H -3.72 4.09 1.21 0.419
H -2.69 2.38 -0.82 0.392
H -4.91 2.32 -2.84 0.371
H -6.82 4.09 -1.79 0.239
N -1.35 -4.50 0.73 0.002
C -1.78 -3.36 1.37 -1.113
C -2.71 -2.51 0.37 -0.466
C -2.66 -3.41 -0.92 -0.507
C -1.89 -4.68 -0.56 -0.477
H -0.67 -5.21 1.22 0.361
H -1.50 -3.14 2.26 0.937
H -3.37 -1.71 0.49 0.681
H -3.06 -3.23 -2.01 0.274
H -1.53 -5.48 -1.20 0.421
N 2.29 1.73 2.99 0.157
C 3.06 2.22 1.95 -0.820
C 4.09 1.25 1.58 -0.341
C 3.96 0.05 2.60 -0.927
C 2.77 0.57 3.54 -0.551
H 1.70 2.52 3.36 0.341
H 2.72 3.00 1.44 0.566
H 4.88 1.31 0.79 0.563
H 4.69 -0.82 2.89 0.341
H 2.43 0.00 4.34 0.743
N 3.48 -5.12 -2.45 0.051
C 3.12 -4.36 -1.43 -0.922
C 1.60 -4.51 -1.22 0.917
C 1.21 -5.67 -1.99 -0.285
C 2.49 -6.12 -2.81 -0.762
H 4.31 -5.27 -2.74 0.105
H 3.78 -3.68 -0.97 0.518
H 1.20 -3.76 -0.54 -0.151
H 0.14 -6.04 -2.09 0.080
H 2.70 -6.81 -3.55 0.428
N -2.28 0.01 -5.72 -0.001
C -1.81 0.10 -4.50 -0.522
C -1.38 1.60 -4.21 -0.064
C -1.67 2.37 -5.46 -0.812
C -2.25 1.26 -6.39 -0.546
H -2.54 -0.86 -6.06 0.177
H -1.80 -0.74 -3.94 0.731
H -1.17 1.85 -3.07 0.272
H -1.38 3.36 -5.51 0.473
H -2.68 1.19 -7.38 0.396
N 3.25 0.68 -1.68 0.222
C 4.28 1.54 -1.66 -0.972
C 5.32 0.96 -2.70 -0.827
C 4.57 -0.21 -3.30 -0.691
C 3.28 -0.28 -2.59 -0.718
H 2.47 0.75 -1.09 0.258
H 4.44 2.22 -0.92 0.807
H 6.23 1.23 -2.84 0.631
H 5.16 -0.92 -3.88 0.321
H 2.58 -0.86 -2.71 0.896
N -0.69 2.31 3.90 0.162
C -0.62 3.38 3.06 -0.622
C 0.17 4.42 3.86 -0.808
C 0.73 3.64 5.05 -0.647
C 0.09 2.33 5.07 -0.443
H -1.42 1.50 3.71 0.422
H -1.19 3.47 2.25 0.710
H 0.26 5.40 3.64 0.574
H 1.70 3.90 5.82 0.179
H -0.08 1.53 5.67 0.603
N 1.28 0.01 0.79 0.382
C 0.48 0.94 0.15 -0.580
C -0.52 0.14 -0.77 -0.169
C -0.24 -1.33 -0.44 -0.032
C 1.00 -1.37 0.51 -0.970
H 1.99 0.12 1.44 -0.028
H 0.40 1.96 0.29 0.413
H -1.03 0.79 -1.49 -0.415
H -0.87 -2.32 -0.62 0.379
H 1.57 -2.00 1.07 0.794
N -0.76 -0.24 2.30 1.793
C -0.36 -0.74 3.58 -0.149
C -1.47 -0.63 4.45 -1.061
C -2.58 0.07 3.79 -0.859
C -2.08 0.30 2.32 -1.713
H 0.02 -0.27 1.68 -0.538
H 0.59 -1.28 3.71 0.491
H -1.30 -1.06 5.51 0.274
H -3.56 0.25 3.98 0.731
H -2.46 0.94 1.65 0.943
```

2.
C36H46Cl2MnNP2 | wB97M-V/def2-TZVPD

Properties
calculated total energy = -114506.153 eV
HOMO energy (spin up / spin down) = -9.59 / -9.71 eV
charge = +1
LUMO (spin up / spin down) = -2.745 / -3.801 eV
Kohn-Sham gap (spin up / spin down) = 6.85 / 5.91 eV
2S+1 = 6

Structure (XYZ):
```
88
Properties=species:S:1:pos:R:3:mulliken_spin:R:1
Mn 0.02 1.43 0.71 4.345
C 1.54 -1.36 -0.52 0.033
C 2.49 -0.28 -1.04 0.003
C 3.93 -0.80 -1.13 0.011
P 2.28 1.18 0.08 0.181
C 3.40 2.52 -0.50 0.035
C 4.73 2.36 0.26 0.001
C 2.84 3.91 -0.22 0.026
C 0.34 1.84 -1.27 0.110
C 0.99 2.29 -2.41 0.025
C 0.32 2.53 -3.60 0.021
C 1.04 3.04 -4.82 -0.005
C -1.06 2.28 -3.64 0.028
C -1.75 1.81 -2.54 0.004
C -1.08 1.54 -1.34 -0.159
N -1.68 1.07 -0.20 0.202
C -2.95 0.47 -0.19 -0.034
C -3.23 -0.66 -0.96 -0.012
C -2.21 -1.27 -1.88 0.004
C -4.49 -1.25 -0.86 -0.005
C -5.47 -0.77 0.00 0.008
C -6.83 -1.41 0.09 -0.001
C -5.16 0.35 0.77 -0.004
C -3.92 0.98 0.69 -0.028
C -3.62 2.19 1.52 0.036
H 1.55 -2.23 -1.18 0.001
H 0.51 -1.00 -0.47 0.015
H 1.83 -1.69 0.48 0.000
H 2.17 0.04 -2.03 0.004
H 4.32 -1.09 -0.16 -0.002
H 4.59 -0.06 -1.58 -0.001
H 3.94 -1.68 -1.77 0.001
H 3.58 2.39 -1.57 0.007
H 4.57 2.51 1.33 0.004
H 5.43 3.12 -0.09 0.002
H 5.20 1.38 0.12 -0.005
H 2.65 4.04 0.85 0.002
H 1.91 4.09 -0.76 -0.003
H 3.57 4.67 -0.52 0.001
H 2.05 2.50 -2.40 -0.009
H 2.11 3.12 -4.65 0.000
H 0.67 4.02 -5.11 0.001
H 0.88 2.37 -5.67 0.001
H -1.60 2.47 -4.56 0.001
H -2.81 1.62 -2.59 -0.003
H -2.29 -0.86 -2.90 0.001
H -2.34 -2.35 -1.95 0.001
H -1.20 -1.06 -1.54 0.018
H -4.71 -2.13 -1.46 0.000
H -6.85 -2.37 -0.42 0.000
H -7.58 -0.77 -0.37 0.001
H -7.12 -1.56 1.13 0.000
H -5.90 0.75 1.45 0.000
H -4.45 2.42 2.19 0.000
H -3.44 3.07 0.89 0.000
H -2.73 2.05 2.12 -0.002
C 1.75 -0.03 3.65 0.011
P 0.12 0.56 3.08 0.127
C -1.02 -0.80 3.39 -0.080
C -1.65 -1.40 2.30 -0.015
C -2.53 -2.45 2.48 0.004
C -2.78 -2.92 3.76 0.000
C -2.15 -2.34 4.86 0.000
C -1.27 -1.28 4.68 -0.003
C -0.30 1.88 4.26 0.001
C -1.57 1.99 4.82 0.006
C -1.87 3.07 5.65 0.000
C -0.91 4.03 5.91 0.003
C 0.36 3.93 5.35 -0.001
C 0.66 2.86 4.53 0.005
H 1.73 -0.27 4.71 -0.002
H 2.51 0.73 3.46 0.005
H 2.01 -0.92 3.08 0.004
H -1.46 -1.02 1.30 0.045
H -3.03 -2.89 1.63 0.000
H -3.47 -3.74 3.92 0.000
H -2.35 -2.71 5.86 0.000
H -0.80 -0.82 5.54 0.000
H -2.32 1.24 4.62 0.000
H -2.85 3.15 6.09 0.000
H -1.15 4.87 6.56 0.000
H 1.11 4.68 5.56 0.000
H 1.65 2.79 4.09 -0.005
Cl -0.42 4.00 1.52 0.030
C -0.70 4.91 0.01 -0.001
Cl -2.40 5.34 -0.16 0.001
H -0.41 4.28 -0.83 0.004
H -0.11 5.82 0.06 0.001
```

3.
C36H46Cl2MnNP2 | wB97M-V/def2-TZVPD

Properties
calculated total energy = -114508.681 eV
HOMO energy (spin up / spin down) = -9.46 / -9.62 eV
charge = +1
LUMO (spin up / spin down) = -1.880 / -2.480 eV
Kohn-Sham gap (spin up / spin down) = 7.58 / 7.14 eV
2S+1 = 6

Structure (XYZ):
```
88
Properties=species:S:1:pos:R:3:mulliken_spin:R:1
Mn 0.52 0.39 0.41 4.837
C 1.86 -2.56 -1.15 0.067
C 2.74 -1.55 -1.89 -0.068
C 4.21 -1.94 -1.78 0.002
P 2.30 0.15 -1.30 0.124
C 3.78 1.26 -1.37 -0.005
C 4.72 0.95 -0.21 0.008
C 3.37 2.73 -1.29 0.016
C 1.09 0.78 -2.51 0.065
C 1.51 1.40 -3.69 -0.001
C 0.63 1.95 -4.60 0.009
C 1.08 2.62 -5.87 0.000
C -0.73 1.84 -4.31 0.000
C -1.19 1.21 -3.17 0.017
C -0.30 0.66 -2.23 0.005
N -0.74 0.01 -1.08 -0.139
C -2.00 -0.63 -1.09 0.025
C -2.32 -1.60 -2.06 -0.010
C -1.39 -1.95 -3.19 0.007
C -3.54 -2.26 -1.97 -0.004
C -4.46 -2.01 -0.96 0.009
C -5.78 -2.73 -0.90 -0.001
C -4.13 -1.04 -0.02 -0.004
C -2.93 -0.34 -0.08 -0.067
C -2.63 0.71 0.95 0.102
H 1.95 -3.55 -1.61 0.001
H 0.81 -2.27 -1.15 -0.001
H 2.19 -2.65 -0.11 0.003
H 2.47 -1.54 -2.94 0.001
H 4.53 -2.04 -0.74 -0.001
H 4.88 -1.23 -2.28 0.000
H 4.35 -2.91 -2.25 0.000
H 4.29 1.08 -2.32 0.000
H 4.22 1.14 0.74 -0.004
H 5.59 1.60 -0.26 0.001
H 5.08 -0.08 -0.20 0.001
H 2.83 2.92 -0.35 -0.005
H 2.74 3.04 -2.12 0.001
H 4.26 3.36 -1.28 0.000
H 2.58 1.46 -3.90 -0.001
H 2.17 2.57 -5.97 0.000
H 0.79 3.66 -5.89 0.001
H 0.65 2.14 -6.75 0.001
H -1.46 2.26 -5.00 0.000
H -2.26 1.13 -2.97 0.002
H -1.63 -1.37 -4.08 0.000
H -1.50 -3.01 -3.45 0.000
H -0.35 -1.76 -2.96 0.000
H -3.77 -3.02 -2.71 0.000
H -5.79 -3.58 -1.57 0.000
H -6.60 -2.07 -1.18 0.001
H -5.98 -3.09 0.11 0.000
H -4.83 -0.81 0.78 0.001
H -3.48 0.85 1.62 0.003
H -2.39 1.67 0.49 -0.011
H -1.78 0.44 1.59 -0.038
C 2.22 -1.06 3.40 -0.010
P 0.63 -0.40 2.80 0.106
C -0.59 -1.69 3.14 -0.153
C -1.32 -2.22 2.08 0.003
C -2.26 -3.21 2.30 0.004
C -2.48 -3.68 3.59 0.000
C -1.76 -3.15 4.66 0.000
C -0.82 -2.16 4.44 -0.006
C 0.24 0.99 3.91 -0.017
C -1.07 1.23 4.31 0.014
C -1.37 2.36 5.06 0.000
C -0.36 3.26 5.40 0.003
C 0.94 3.02 5.00 0.000
C 1.25 1.89 4.26 0.002
H 2.17 -1.29 4.46 -0.001
H 3.02 -0.35 3.22 -0.001
H 2.44 -1.97 2.84 0.000
H -1.16 -1.85 1.07 0.063
H -2.83 -3.61 1.47 0.001
H -3.21 -4.45 3.77 0.000
H -1.93 -3.51 5.66 0.000
H -0.27 -1.74 5.27 -0.001
H -1.86 0.54 4.06 0.002
H -2.39 2.54 5.37 0.000
H -0.60 4.14 5.99 0.000
H 1.73 3.71 5.28 0.000
H 2.27 1.72 3.95 -0.003
Cl 0.28 2.94 0.93 0.038
C -0.08 3.74 -0.66 -0.005
Cl -1.78 4.14 -0.79 0.001
H 0.19 3.04 -1.45 0.012
H 0.51 4.64 -0.68 0.002
```

Among the records above, which one has the lowest calculated total energy? number 3

Which of these has the lowest calculated total energy? number 3

Among the records above, which one has the highest calculated total energy? C36H45N9

calculated total energy of number 1 (C36H45N9)? -51450.236 eV